(1)
Molecular formula: C4H11CrFNO
Method: DFT, ωB97M-V/def2-TZVPD

Structure (XYZ):
```
19
Properties=species:S:1:pos:R:3:forces:R:3
Cr -0.0574 -0.7381 -2.3248 -3.066 0.354 0.312
F -2.0035 -0.6060 -2.1154 2.857 -0.496 -0.422
C -0.0244 -1.1870 1.9849 -0.722 -0.885 -0.913
C -0.2825 -0.7445 0.5268 1.167 -0.076 1.676
C 0.2987 0.6441 0.3134 -0.785 -0.569 0.153
O 0.1603 0.9849 -1.0814 0.334 0.644 0.662
C 0.1998 2.4091 -1.2646 0.497 0.495 0.133
N 0.3428 -1.6672 -0.4419 -0.730 -1.639 -1.105
H 1.0112 -1.4873 2.1389 0.158 0.726 0.381
H -0.5799 -2.1145 2.1538 -0.102 0.034 -0.044
H -0.4842 -0.4680 2.6586 0.623 0.134 0.285
H -1.3649 -0.7607 0.4190 0.077 0.129 -0.747
H 1.3326 0.7036 0.6629 0.143 0.007 -0.327
H -0.2974 1.2952 0.9549 0.026 0.378 -0.329
H -0.0747 2.6871 -2.2781 -0.159 -0.310 -0.025
H 1.2123 2.7719 -1.0721 0.029 -0.064 -0.038
H -0.4573 2.8966 -0.5462 -0.221 -0.099 -0.137
H -0.1866 -2.5433 -0.4493 -0.443 0.269 -0.067
H 1.2551 -2.0758 -0.2394 0.318 0.967 0.553
```
Positions in Å, forces in eV/Å.

Calculated values
Spin multiplicity: 5
Energy relative to the best compared isomer or geometry (same formula, charge and spin), eV: 0.000
Expectation value of S²: 6.02
LUMO level (spin up / spin down), eV: -4.95 / -4.80
Charge: +1
E_tot, eV: -38996.0399
Frontier orbital gap (spin up / spin down), eV: 8.727 / 10.215

(2)
Molecular formula: C4H11FeO3
Method: DFT, ωB97M-V/def2-TZVPD

Structure (XYZ):
```
19
Properties=species:S:1:pos:R:3:forces:R:3
C -2.1256 1.1720 -0.0077 -0.990 0.800 -0.098
O -0.5492 0.5919 -0.0890 1.607 0.258 -0.187
C -0.4215 -0.7818 0.1979 -0.258 -0.232 0.289
C 0.9153 -1.2738 -0.3018 -0.493 -0.601 -0.309
O 1.9075 -0.3975 0.2103 -0.043 0.541 0.205
C 3.2348 -0.7981 -0.0778 0.649 -0.125 -0.135
Fe 1.2443 1.6938 0.1599 -1.012 -0.700 -0.124
H -1.9265 2.1788 -0.3994 -0.228 -0.561 0.489
H -2.5993 0.5284 -0.7637 0.109 0.265 0.872
H -2.2856 1.0485 1.0756 -0.217 0.022 -1.009
H -1.2141 -1.3797 -0.2843 0.133 0.316 0.042
H -0.5123 -0.9468 1.2867 0.078 -0.023 -0.252
H 0.9506 -1.2651 -1.4043 0.020 0.050 0.266
H 1.0989 -2.3020 0.0483 0.039 0.266 -0.044
H 3.9034 -0.0255 0.3189 -0.152 -0.252 -0.096
H 3.4508 -1.7627 0.4051 -0.071 0.277 -0.111
H 3.3876 -0.8910 -1.1642 -0.059 0.022 0.275
O -4.2616 1.9345 0.0913 0.964 -0.467 -0.161
H -4.1975 2.6763 0.6983 -0.076 0.144 0.088
```
Positions in Å, forces in eV/Å.

Calculated values
Spin multiplicity: 6
Energy relative to the best compared isomer or geometry (same formula, charge and spin), eV: 3.171
Expectation value of S²: 8.76
LUMO level (spin up / spin down), eV: -0.25 / -1.67
Charge: 0
E_tot, eV: -44849.2888
Frontier orbital gap (spin up / spin down), eV: 6.183 / 4.702

(3)
Molecular formula: C4H11IN
Method: DFT, ωB97M-V/def2-TZVPD

Structure (XYZ):
```
17
Properties=species:S:1:pos:R:3:forces:R:3
C 1.5818 -0.9934 -0.6359 3.909 -2.283 0.297
C -0.7708 3.2087 0.2780 -0.328 -3.634 -0.098
C 0.2877 -0.3532 -0.8641 -1.333 -1.098 -1.009
C -0.6532 -0.4777 0.2498 -2.040 -0.262 -0.184
N -0.4744 -1.7137 1.0816 1.308 2.039 -0.469
I -2.6902 0.0101 -0.0589 0.748 -0.475 0.273
H 2.2447 -0.6763 -1.5075 -0.468 -0.272 1.460
H 1.6601 -2.1664 -0.7558 -0.461 2.044 0.544
H 2.0821 -0.6582 0.3890 -0.772 -0.658 -2.165
H 0.2761 3.3871 0.3107 0.621 -0.250 0.010
H -1.4000 4.0119 0.2844 -1.543 1.993 0.019
H -1.2820 2.1698 0.2420 1.501 2.259 0.117
H -0.1960 -0.7816 -1.8074 0.610 1.035 0.891
H 0.5860 0.6546 -0.9166 -0.554 1.723 -0.826
H 0.5801 -1.8940 0.8718 -2.021 -0.774 0.834
H -0.6365 -1.3330 2.0257 0.186 -0.982 0.042
H -1.1955 -2.3947 0.8134 0.638 -0.408 0.265
```
Positions in Å, forces in eV/Å.

Calculated values
Energy relative to the best compared isomer or geometry (same formula, charge and spin), eV: 5.107
LUMO level (spin up / spin down), eV: -3.79 / -5.42
Charge: +1
E_tot, eV: -13905.1154
Frontier orbital gap (spin up / spin down), eV: 9.490 / 6.372

(4)
Molecular formula: C4H11IN
Method: DFT, ωB97M-V/def2-TZVPD

Structure (XYZ):
```
17
Properties=species:S:1:pos:R:3:forces:R:3
C -1.4355 -1.6711 -0.9818 -1.227 1.879 0.713
C 1.0485 -2.4187 -0.7867 1.581 0.229 -2.111
C 0.3654 1.7737 0.3194 3.238 1.174 0.894
C -0.2493 -1.8281 -0.4413 -0.441 0.131 2.421
N -0.0967 1.8720 1.7944 0.673 0.536 -1.243
I -0.3942 -1.6068 1.8779 0.204 -0.073 -1.218
H -0.0893 2.3884 -0.4299 -1.227 0.443 0.348
H -2.2824 -1.1808 -0.4022 1.178 -1.120 -0.700
H -1.6439 -1.7293 -2.0354 0.318 -0.369 -0.424
H 0.8837 -3.4870 -0.7543 0.320 -0.453 0.155
H 1.9732 -2.1741 -0.1662 -1.588 -0.045 -0.753
H 1.2817 -2.1940 -1.9120 -0.350 -0.255 1.960
H 0.3755 0.7543 0.0162 -0.274 -0.781 0.000
H 1.4371 2.1454 0.2811 -1.164 -0.608 0.251
H 0.6611 1.9532 2.5036 -0.291 1.086 -0.904
H -0.3204 0.9107 2.0173 -1.537 -0.972 0.122
H -0.8583 2.5716 1.8840 0.585 -0.800 0.488
```
Positions in Å, forces in eV/Å.

Calculated values
Energy relative to the best compared isomer or geometry (same formula, charge and spin), eV: 1.411
LUMO level, eV: -3.50
Charge: +1
E_tot, eV: -13908.8111
Frontier orbital gap, eV: 9.573

(5)
Molecular formula: C4H11INO2V
Method: DFT, ωB97M-V/def2-TZVPD

Structure (XYZ):
```
20
Properties=species:S:1:pos:R:3:forces:R:3
O 3.8153 2.1060 2.6463 -2.155 0.022 -0.265
V 2.2661 2.1456 2.2417 19.152 0.598 3.343
I 0.3062 2.0513 1.8306 -17.191 2.493 -0.919
C 1.1085 -1.1372 -1.5882 -0.178 -0.737 -0.914
C 0.8418 -0.0534 -0.6024 -1.210 0.557 -0.736
C -0.6678 0.2960 -0.4837 -0.202 -1.458 -0.802
O -1.4146 -0.7904 0.0594 -0.111 0.691 0.016
C -2.8126 -0.4738 0.2155 0.076 0.015 -0.464
N 1.4028 -0.4027 0.6876 0.136 0.182 0.329
H 0.7022 -2.0922 -1.2551 0.149 -0.058 0.152
H 2.1681 -1.2403 -1.8219 -0.017 -0.053 0.240
H 0.5994 -0.9290 -2.5292 0.003 0.128 -0.052
H 1.2698 0.8567 -1.0226 0.424 0.283 0.277
H -1.0864 0.5019 -1.4688 0.134 0.382 -0.185
H -0.7574 1.1875 0.1370 -0.729 -0.234 -0.683
H -3.2915 0.0171 -0.6318 0.639 0.242 -0.607
H -2.9553 0.2310 1.0347 -0.114 -0.405 0.441
H -3.3882 -1.3984 0.2591 0.359 -0.029 0.775
H 0.8339 -1.1857 0.9763 0.321 -0.875 0.342
H 1.0596 0.3101 1.3155 0.516 -1.744 -0.288
```
Positions in Å, forces in eV/Å.

Calculated values
Spin multiplicity: 2
Energy relative to the best compared isomer or geometry (same formula, charge and spin), eV: 6.340
Expectation value of S²: 0.79
LUMO level (spin up / spin down), eV: -7.22 / -6.86
Charge: +1
E_tot, eV: -43684.9070
Frontier orbital gap (spin up / spin down), eV: 6.172 / 6.547

(6)
Molecular formula: C4H11N2
Method: DFT, ωB97M-V/def2-TZVPD

Structure (XYZ):
```
17
Properties=species:S:1:pos:R:3:forces:R:3
C 0.9756 -1.8682 -0.3680 0.212 -0.558 -0.370
C 0.3692 -0.6154 -1.0650 1.022 -0.380 0.119
C -0.8026 -0.1298 -0.2437 0.574 -3.448 -0.706
C -0.7252 1.2129 0.1672 -4.192 1.444 2.731
N -1.7867 1.7618 0.9432 3.153 -1.825 -0.873
N -1.7234 -1.0568 -0.0249 2.450 1.800 -1.060
H 1.4164 -1.6261 0.6209 -0.310 -0.169 -0.557
H 0.1150 -2.5575 -0.2581 0.679 0.212 0.261
H 1.7457 -2.4256 -0.9758 -0.774 0.941 0.507
H 1.1061 0.1888 -1.2599 -0.297 -0.416 0.245
H 0.0004 -0.9336 -2.0385 -0.143 0.087 -0.059
H 0.1216 1.8205 -0.0900 -0.048 0.581 -0.857
H -1.7234 1.5304 1.9539 -0.855 -0.446 -0.825
H 13.9867 2.6121 1.5947 0.472 -0.169 -0.226
H -1.9245 2.7324 0.7970 0.325 1.299 0.228
H -2.5372 -0.7090 0.3918 -1.795 0.878 1.215
H 13.3621 2.8348 1.8926 -0.472 0.169 0.226
```
Positions in Å, forces in eV/Å.

Calculated values
Energy relative to the best compared isomer or geometry (same formula, charge and spin), eV: 5.177
LUMO level, eV: -8.08
Charge: +1
E_tot, eV: -7295.7715
Frontier orbital gap, eV: 7.469

(7)
Molecular formula: C4H11N2
Method: DFT, ωB97M-V/def2-TZVPD

Structure (XYZ):
```
17
Properties=species:S:1:pos:R:3:forces:R:3
C -1.6333 -1.6247 -0.5336 -0.304 -0.910 -1.689
C -0.5822 -0.9643 0.2040 0.440 0.221 4.555
N 0.7081 -1.2588 0.0857 -1.404 -0.177 0.314
C 1.4438 -0.0305 0.2436 0.851 -1.421 -3.632
N 0.4261 0.8901 -0.2408 -0.159 2.620 1.620
C 0.2902 2.2456 0.4470 0.823 0.434 -4.107
H -2.5865 -1.1917 -0.3429 -0.695 0.504 0.113
H -1.7952 -2.7184 -0.4057 0.640 0.521 0.528
H -1.3946 -1.5522 -1.6119 -0.228 0.114 0.351
H -0.8180 -0.4763 1.2997 0.158 -0.735 -3.128
H 1.0029 -2.0431 -0.4289 0.545 -0.737 -1.019
H 1.6399 0.1176 1.2352 0.672 0.926 2.590
H 2.3924 -0.1958 -0.3541 -0.789 0.891 0.771
H 0.2852 1.0768 -1.1965 0.711 -0.538 -1.658
H -0.4005 2.8389 -0.2067 0.224 -0.666 0.801
H -0.1545 1.9600 1.3076 -1.203 0.147 3.269
H 1.1761 2.9268 0.4984 -0.281 -1.193 0.321
```
Positions in Å, forces in eV/Å.

Calculated values
Energy relative to the best compared isomer or geometry (same formula, charge and spin), eV: 3.542
LUMO level, eV: -4.63
Charge: +1
E_tot, eV: -7297.4064
Frontier orbital gap, eV: 9.367